{
  "formula": "C22H24B11Br6CsIO3S",
  "method": "the ωB97M-V functional and the def2-TZVPD basis",
  "spin_multiplicity": 1,
  "total_charge": 1,
  "gap_ev": [3.233, 6.036],
  "species": ["Cs", "Br", "B", "B", "C", "B", "B", "B", "B", "B", "Br", "B", "Br", "B", "Br", "B", "Br", "B", "Br", "H", "H", "H", "H", "H", "H", "I", "C", "C", "C", "C", "C", "C", "C", "O", "O", "H", "H", "H", "H", "O", "S", "C", "C", "C", "C", "C", "C", "C", "C", "C", "C", "C", "C", "C", "C", "H", "H", "H", "H", "H", "H", "H", "H", "H", "H", "H", "H", "H", "H"],
  "xyz": [[1.1666, -0.5889, -0.8413], [0.2110, 2.7929, -1.5770], [-1.5628, 2.4365, -2.2742], [-2.6073, 3.8214, -2.7968], [-3.5706, 3.1614, -4.0213], [-1.9369, 2.6599, -3.9845], [-3.2692, 1.5426, -4.4248], [-4.7075, 2.0267, -3.5199], [-4.3035, 3.4138, -2.5285], [-3.0007, 2.9134, -1.3271], [-2.8966, 3.7161, 0.3898], [-4.3650, 1.7765, -1.7771], [-5.7429, 1.3202, -0.5788], [-3.6734, 0.5977, -2.9846], [-4.3217, -1.1866, -3.1224], [-1.9737, 1.0399, -3.2781], [-0.7034, -0.3264, -3.8131], [-2.6499, 1.1767, -1.6344], [-2.1885, 0.0073, -0.1579], [-2.2714, 4.9480, -2.7985], [-3.8567, 3.8207, -4.8273], [-1.1785, 3.0285, -4.8042], [-3.3830, 1.1420, -5.5243], [-5.7742, 1.9207, -4.0028], [-5.0910, 4.2632, -2.3271], [-3.4859, -7.0492, -4.2306], [-1.7944, -6.1786, -3.4076], [-0.5367, -6.5501, -3.8754], [0.5897, -5.9626, -3.3287], [0.4412, -5.0092, -2.3280], [-0.8155, -4.6394, -1.8576], [-1.9417, -5.2323, -2.4008], [1.6078, -4.3250, -1.7750], [2.8223, -4.6216, -1.9932], [1.6036, -3.2934, -1.0586], [-0.4435, -7.2869, -4.6603], [1.5785, -6.2301, -3.6783], [-0.9050, -3.8976, -1.0741], [-2.9268, -4.9632, -2.0463], [1.8196, -0.9823, 1.6815], [2.2221, -1.7784, 2.9089], [1.5502, -0.8384, 4.3481], [0.8966, 0.4433, 3.9256], [1.5597, 1.6566, 4.0573], [0.9581, 2.8349, 3.6365], [-0.3094, 2.8067, 3.0770], [-0.9815, 1.5975, 2.9482], [-0.3801, 0.4246, 3.3711], [3.9967, -1.5371, 3.1502], [4.4575, -0.1340, 3.3894], [4.4390, 0.8046, 2.3616], [4.8336, 2.1111, 2.6003], [5.2631, 2.4913, 3.8652], [5.3024, 1.5575, 4.8906], [4.8989, 0.2514, 4.6521], [2.3722, -0.6690, 5.0423], [0.8338, -1.5188, 4.8066], [2.5515, 1.6850, 4.4901], [1.4831, 3.7746, 3.7504], [-0.7773, 3.7266, 2.7493], [-1.9749, 1.5698, 2.5191], [-0.9085, -0.5175, 3.2716], [4.4140, -1.9592, 2.2332], [4.2535, -2.2038, 3.9762], [4.1047, 0.5088, 1.3758], [4.8116, 2.8349, 1.7959], [5.5793, 3.5099, 4.0480], [5.6495, 1.8425, 5.8749], [4.9382, -0.4781, 5.4537]]
}